Molecular formula: C4H8O
Method: DFT, ωB97M-V with the def2-TZVPD basis set

Atoms and positions in Å:
C  1.0528  1.0854  -0.5703
C  -0.2729  0.7765  0.1208
C  -0.8367  -0.5804  -0.2620
O  0.1559  -1.6152  -0.0169
C  0.2595  -2.2214  1.1248
H  0.9345  1.1181  -1.6593
H  1.4456  2.0525  -0.2426
H  -1.0252  1.5350  -0.1310
H  -0.1478  0.8087  1.2112
H  -1.7337  -0.8295  0.3171
H  -1.0588  -0.6410  -1.3313
H  -0.5711  -1.8078  1.7760
H  1.7979  0.3191  -0.3365

## Properties
Energy ... -232.327723 a.u.
2S+1 ... 1
Orbital gap ... 9.3 eV
Charge ... 0
Highest occupied orbital energy ... -8.55 eV
Energy above the lowest of the compared OMol25 structures with the same formula, charge and spin ... 3.209 eV